1.
Entry from the Open Molecules 2025 dataset: a molecular structure, C2H2Cl2I2 (ωB97M-V with the def2-TZVPD basis set).

Results
ΔE to the lowest compared entry with this formula, charge and spin   0.0 kcal per mole
E_tot   -1593.16700 a.u.
HOMO   -9.54 eV
Strongest force on any atom   0.013 Eh/bohr

XYZ file:
```
8
Properties=species:S:1:pos:R:3:forces:R:3
C -0.75072 0.21239 -0.30322 -0.4 0.1 0.0
C 0.63661 -0.18932 0.13281 0.4 -0.5 0.2
Cl -1.31107 1.61375 0.64181 -0.2 0.1 -0.1
Cl 1.78518 1.11891 -0.16601 0.0 -0.1 0.0
I 0.65012 -0.71632 2.23684 0.1 0.0 -0.3
I 1.20059 -1.93857 -1.04475 -0.2 0.4 0.2
H -1.46064 -0.60092 -0.14062 0.2 0.1 0.0
H -0.75008 0.50008 -1.35685 0.1 0.0 0.1
```
Forces are in eV/Å.

***

2.
Entry from the Open Molecules 2025 dataset: 2 unconnected molecules or ions with the total composition C2H2Cl2N4 at a distorted geometry (ωB97M-V with the def2-TZVPD basis set).

Results
SMILES   Cl/C=N/N=N\Cl.C#N
E_tot   -1216.66577 a.u.
HOMO   -9.90 eV
Strongest force on any atom   0.066 Eh/bohr

XYZ file:
```
10
Properties=species:S:1:pos:R:3:forces:R:3
Cl 2.14373 -2.53772 0.25929 1.2 -1.2 0.6
C 1.21256 -1.23031 -0.18896 -1.1 1.1 0.5
N 1.39869 -0.11308 0.36930 1.3 -3.1 0.3
N 1.02542 1.07665 0.12131 -1.3 1.2 -0.2
N 0.29706 1.75038 0.82109 -0.4 1.9 -0.4
Cl -0.59965 1.14501 2.24448 0.7 -0.7 -0.1
H 0.41575 -1.61197 -0.81540 -0.3 1.0 -0.5
C -1.95284 0.56155 -0.89889 -0.4 1.4 -2.3
N -1.90238 -0.30117 -0.16298 0.0 -1.0 0.8
H -2.03834 1.26066 -1.74925 0.2 -0.6 1.2
```
Forces are in eV/Å.

***

3.
Entry from the Open Molecules 2025 dataset: 2 unconnected molecules or ions with the total composition C2H2Cl2O2S at a distorted geometry (ωB97M-V with the def2-TZVPD basis set).

Results
ΔE to the lowest compared entry with this formula, charge and spin   122.8 kcal per mole
E_tot   -1546.25813 a.u.
HOMO (spin up / spin down)   -10.00 / -9.74 eV
Strongest force on any atom   0.153 Eh/bohr

XYZ file:
```
9
Properties=species:S:1:pos:R:3:forces:R:3
C -0.38476 0.58160 0.04886 1.0 0.3 -0.5
C 1.75887 -0.37680 -1.15003 2.6 -1.2 -7.3
O 2.20219 -0.65194 -2.32314 -3.2 1.6 7.0
O -2.10816 0.67538 1.60299 -0.8 0.2 -1.9
S -2.08123 0.27472 0.12842 -0.6 2.1 2.7
Cl 2.80214 -0.20983 0.18485 0.1 0.0 0.5
Cl -2.08116 -1.66386 0.32978 0.0 -2.3 -0.6
H -0.17432 1.51752 0.54609 0.1 0.7 -0.8
H 0.06643 -0.14679 0.63217 0.8 -1.6 0.9
```
Forces are in eV/Å.

***

4.
Entry from the Open Molecules 2025 dataset: a molecular structure, C2H2Cl2OS at a distorted geometry (ωB97M-V with the def2-TZVPD basis set).

Results
ΔE to the lowest compared entry with this formula, charge and spin   89.0 kcal per mole
E_tot   -1471.07197 a.u.
HOMO   -8.65 eV
Strongest force on any atom   0.059 Eh/bohr

XYZ file:
```
8
Properties=species:S:1:pos:R:3:forces:R:3
C 0.32836 -0.26032 -0.69264 0.0 0.4 0.1
C -3.47686 0.05582 0.33473 1.6 1.7 0.5
O 0.41112 0.35044 0.45733 -3.0 0.6 0.0
S -2.60002 1.26066 1.07332 -1.2 -1.3 -0.5
Cl -4.04935 0.17907 -1.23385 -0.4 0.5 -1.1
Cl -3.84930 -1.45094 0.94438 0.0 -0.9 1.0
H 1.38256 -0.27562 -0.99381 0.5 -0.5 -0.3
H -0.59139 0.55793 0.68773 2.5 -0.6 0.1
```
Forces are in eV/Å.

***

5.
Entry from the Open Molecules 2025 dataset: 2 unconnected molecules or ions with the total composition C2H2Cl2OS at a distorted geometry (ωB97M-V with the def2-TZVPD basis set).

Results
SMILES   OC(Cl)=C=S.Cl
ΔE to the lowest compared entry with this formula, charge and spin   42.7 kcal per mole
E_tot   -1471.14588 a.u.
HOMO   -8.39 eV
Strongest force on any atom   0.060 Eh/bohr

XYZ file:
```
8
Properties=species:S:1:pos:R:3:forces:R:3
O 0.13202 0.88069 -1.28940 -2.7 -0.2 -1.6
C 0.62906 0.88619 -0.06246 0.0 1.0 1.6
Cl 0.25886 2.20820 1.05562 0.0 -0.5 -0.6
C 1.50126 -0.01033 0.28146 0.2 -0.8 -0.2
S 2.40405 -1.25892 0.40063 0.4 -0.1 0.4
H -0.85410 0.62414 -1.32755 2.1 0.6 0.4
Cl -2.26622 -1.39793 1.02257 0.4 -0.3 -0.8
H -1.80492 -1.93203 -0.08085 -0.3 0.3 0.8
```
Forces are in eV/Å.

***

6.
Entry from the Open Molecules 2025 dataset: 2 unconnected molecules or ions with the total composition C2H2Cl3FO2S at a distorted geometry (ωB97M-V with the def2-TZVPD basis set).

Results
ΔE to the lowest compared entry with this formula, charge and spin   25.6 kcal per mole
E_tot   -2106.42407 a.u.
HOMO (spin up / spin down)   -10.50 / -10.50 eV
Strongest force on any atom   0.066 Eh/bohr

XYZ file:
```
11
Properties=species:S:1:pos:R:3:forces:R:3
C -0.14355 -0.60600 0.80175 -1.8 -0.8 -2.5
C 0.69381 -0.68108 -0.39669 0.3 -2.3 -0.4
O -2.24067 0.08424 -1.60432 -0.3 0.9 -0.2
O -2.91980 -1.81532 -0.18950 -0.4 -1.1 0.1
F -3.22416 0.36014 0.76331 1.1 -0.4 -1.5
S -2.33388 -0.54241 -0.33805 1.5 0.7 2.9
Cl -0.16976 -1.95238 1.71194 -0.4 -1.7 1.7
Cl 2.40452 -1.03797 -0.16286 0.6 0.1 0.8
Cl 0.05385 -1.99600 -1.37322 0.1 -0.2 -1.0
H -0.07512 0.28529 1.27671 -0.2 2.7 1.7
H 0.74322 0.23162 -0.85845 -0.6 2.0 -1.6
```
Forces are in eV/Å.

***

7.
Entry from the Open Molecules 2025 dataset: 2 unconnected molecules or ions with the total composition C2H2Cl3I at a distorted geometry (ωB97M-V with the def2-TZVPD basis set).

Results
ΔE to the lowest compared entry with this formula, charge and spin   46.8 kcal per mole
E_tot   -1755.58631 a.u.
HOMO   -8.93 eV
Strongest force on any atom   0.075 Eh/bohr

XYZ file:
```
8
Properties=species:S:1:pos:R:3:forces:R:3
C -0.23126 -0.59498 -0.02935 3.2 -1.2 0.2
C 1.73942 -1.70219 0.03700 -3.8 0.8 -0.4
Cl 1.69493 -2.60807 -1.46078 0.2 0.1 0.0
Cl 1.52795 -2.74744 1.40935 0.2 0.0 0.2
Cl 3.05142 -0.61298 0.15857 0.2 0.3 0.0
I -1.84341 -1.87226 -0.03820 0.2 0.0 0.0
H -0.08285 -0.04870 0.88806 -0.2 0.1 0.1
H -0.06368 -0.03424 -0.93475 -0.1 0.0 -0.2
```
Forces are in eV/Å.

***

8.
Entry from the Open Molecules 2025 dataset: a molecular structure, C2H2Cl3NO at a distorted geometry (ωB97M-V with the def2-TZVPD basis set).

Results
ΔE to the lowest compared entry with this formula, charge and spin   9.5 kcal per mole
E_tot   -1587.95825 a.u.
HOMO   -10.23 eV
Strongest force on any atom   0.048 Eh/bohr

XYZ file:
```
9
Properties=species:S:1:pos:R:3:forces:R:3
C -0.01483 1.55299 -1.88793 0.0 0.7 -0.9
C 0.81191 0.62515 -1.01176 0.9 0.1 -2.3
N 0.27932 0.24626 0.11265 -1.3 0.0 -0.4
O -1.18969 1.72375 -1.75849 1.6 -0.2 -0.1
Cl 1.06009 2.47227 -3.07658 -1.3 -0.5 0.8
Cl 0.53930 -0.80280 -2.81072 0.0 0.5 1.1
Cl 2.54836 0.74164 -0.97527 -0.7 0.1 0.1
H -0.73932 0.18571 0.15164 0.5 0.1 0.4
H 0.92116 0.07309 0.83733 0.2 -0.7 1.2
```
Forces are in eV/Å.

***

> Look up the E_tot of the first one.

-1593.16700 a.u.

***

> What is the E_tot in the eighth record?

-1587.95825 a.u.

***

> Which value of strongest force on any atom does entry 2 give?

0.066 Eh/bohr

***

> Which of these has the highest E_tot?

C2H2Cl2N4